This record from the OMol25 dataset describes 10 unconnected molecules or ions with the total composition C23H50BFNO38PS9 at a distorted geometry. The level of theory is ωB97M-V with the def2-TZVPD basis set.

The geometry in XYZ format:
```
124
Properties=species:S:1:pos:R:3:forces:R:3
H 0.85253 -8.38840 5.96122 -0.02 0.00 0.00
O 0.00046 8.85036 6.19445 -0.06 0.18 0.17
H -1.35355 8.58426 2.25869 0.01 -0.03 -0.01
O 0.72118 -6.05252 8.35183 -0.08 0.20 0.04
H -1.39941 -6.81122 -5.78195 0.19 0.02 0.05
H 3.76424 -7.85366 0.39199 0.02 0.01 -0.03
O -1.53241 8.57764 4.31067 0.14 -0.21 0.15
H -0.06743 -8.65610 -6.11014 -0.14 -0.22 -0.26
O -7.58958 0.56227 -6.16053 -0.13 0.05 0.39
H 3.00537 -6.70685 -0.73624 -0.26 -0.01 0.01
H 0.33142 -4.39447 -4.89903 -0.16 0.02 0.01
O 1.48238 2.34717 -1.81106 -0.11 0.00 -0.20
H -1.99904 7.07665 2.94536 -0.09 0.05 0.25
H 3.48604 12.58223 5.16676 -0.04 -0.02 0.00
H -5.73817 1.43103 -6.38814 0.02 -0.02 0.01
H 0.16671 -2.77570 5.11113 0.10 0.08 -0.30
H 3.56500 11.01594 4.32864 0.21 -0.01 -0.14
B 1.24052 -6.33298 -5.00878 0.37 0.52 0.28
S 1.58633 -9.73567 -0.07539 0.13 0.17 -0.03
O 2.93467 13.84162 2.78433 0.14 0.02 0.26
H 1.84519 1.69480 1.46167 -0.02 -0.01 0.02
H 1.79367 7.17158 6.71842 -0.04 0.03 0.05
C -0.17272 1.05827 1.00968 -0.23 -0.40 -0.24
H -0.25713 2.03461 -6.86685 -0.07 -0.21 -0.11
H -0.73466 -6.24620 4.44305 0.01 -0.04 -0.02
C -0.01993 1.35514 -4.80996 0.43 -0.05 -0.17
O 5.00903 13.73848 1.45660 0.13 0.07 0.06
S 4.53384 13.89395 2.78350 -0.12 -0.11 0.09
O -1.54658 -1.56455 -5.11150 -0.41 0.29 0.32
O -8.81815 2.70333 -6.16588 -0.12 0.02 0.09
O 0.35858 -9.98651 -0.73662 -0.08 -0.03 0.15
O 1.73250 0.48571 -0.20994 -0.24 -0.07 -0.03
O 2.83830 5.42874 7.03499 -0.23 -0.31 0.12
H 1.53872 -0.02148 1.80337 0.06 -0.15 -0.21
O 2.37958 3.02736 6.75056 0.49 0.76 0.50
H 2.76206 -8.41992 -2.44831 0.03 0.03 0.00
O 2.79784 -9.96529 -1.08777 0.09 0.11 0.31
C 1.86568 6.38874 7.47407 -0.09 0.48 -0.26
C 0.38004 -1.80610 5.53404 0.19 0.23 0.20
S -8.49843 1.59655 -5.33851 0.22 -0.09 0.05
C 2.47868 12.56336 3.25013 -0.14 -0.36 -0.22
O 1.49208 -6.43135 6.04450 -0.15 0.19 -0.21
H 1.12916 -1.90700 6.31607 0.02 -0.02 -0.02
C -0.73739 -3.70693 -7.09455 -0.58 0.15 0.24
O 4.78266 12.52166 3.57003 -0.12 -0.10 -0.27
C 1.31042 0.80179 1.13353 0.12 0.40 0.24
C 0.14102 7.35671 3.24175 -0.15 -0.47 0.18
H 4.36609 -8.78547 -1.77499 -0.01 -0.24 0.08
H -1.13412 -2.87516 -6.50213 0.42 -0.37 -0.30
C -1.31344 -5.74529 -5.55214 -0.36 0.51 -0.03
S -1.93529 -0.20809 -4.94531 0.35 0.28 0.01
C -6.21940 0.68586 -5.75111 0.41 0.19 -0.45
H -1.35298 -7.77408 5.10945 -0.08 0.04 0.24
O 0.82973 8.42131 3.92276 -0.11 0.23 -0.13
C 0.57333 5.61339 7.57992 0.02 -0.15 0.47
H -2.56569 -6.44152 -8.06497 0.09 -0.07 -0.23
H -1.55214 2.55261 -5.76345 0.04 0.02 0.00
O -0.14173 10.60415 4.45004 0.19 0.07 0.18
H -0.56277 1.66411 1.80848 -0.07 0.30 -0.21
H -1.14885 -1.43241 7.03362 0.09 0.22 0.09
H -0.82294 -3.42433 -8.14597 0.18 0.02 0.04
O 1.90728 -10.35726 1.16083 -0.10 -0.10 -0.07
C 3.03307 -7.74330 -0.41197 0.38 -0.06 0.28
H 0.17941 6.46522 3.87091 0.01 -0.01 -0.02
C -1.60876 -4.94969 -6.85390 0.06 -0.14 -0.73
F 2.17068 -6.33388 -4.03588 -0.12 -0.12 -0.13
H -0.82182 -6.61219 -8.02096 0.10 0.08 -0.39
O -1.62081 0.56849 -6.30731 0.17 -0.19 -0.01
S 0.50046 -5.64837 7.01354 -0.01 -0.18 -0.02
O 2.38209 4.53032 4.78393 -0.08 -0.10 -0.04
H -6.50368 0.31692 -3.64826 0.05 -0.01 0.00
O 1.62537 1.28522 5.37989 -0.45 -0.57 -0.71
H 0.31492 -3.83199 -6.83365 0.01 -0.11 -0.26
O 4.94341 14.97955 3.59968 0.01 0.08 -0.15
O 0.61121 4.71712 6.46040 0.07 0.23 -0.23
O 0.89790 -0.91479 4.51712 -0.40 0.16 -0.07
O -0.23041 1.12355 3.75247 0.22 -0.10 0.33
H 2.16866 6.82552 8.42178 0.18 -0.15 0.00
C -1.27385 7.87305 3.08297 0.09 0.20 -0.43
C -0.85681 1.74664 -6.00825 -0.17 0.39 0.19
O -0.88865 0.53438 -4.01535 -1.22 0.26 -1.56
O -0.30436 1.74828 -0.25243 0.28 0.13 -0.01
H -2.63953 -4.58844 -6.78069 0.11 0.12 0.16
H -0.30279 6.25350 7.52386 -0.02 -0.06 -0.24
O -0.85941 -6.30461 6.49835 0.13 -0.18 0.09
O 0.52050 -4.27001 6.64695 0.06 -0.38 0.30
H 0.31473 2.21383 -4.23336 -0.11 -0.11 0.19
H -5.36676 1.63563 -4.00200 -0.11 0.19 0.00
S 0.50453 0.59566 4.85868 0.03 -0.27 0.25
C 3.56347 12.09383 4.19310 -0.15 0.21 0.40
H 2.55314 -5.89002 -7.66818 -0.10 -0.03 -0.38
H -1.57750 -5.30204 -9.01558 0.04 -0.16 -0.06
H 1.24496 -7.66489 4.38770 0.17 0.18 -0.01
O 0.21766 0.25653 -2.13462 1.02 -0.14 1.15
O 3.15282 -7.98858 -6.27960 0.33 0.52 -0.25
O -0.50749 0.28481 6.04836 0.22 -0.01 0.09
H 0.53350 5.01984 8.49590 0.01 0.02 0.00
C 3.30724 -8.70265 -1.54671 -0.13 0.24 -0.46
P 1.65323 -7.45043 -6.53990 -0.42 -1.05 0.13
H 1.51458 12.66064 3.74083 0.01 0.21 -0.04
H -2.13426 -5.55313 -4.85578 0.07 0.04 -0.02
C 0.79160 -7.48281 5.35633 -0.09 -0.41 0.16
C -6.28026 1.14611 -4.32277 0.00 -0.39 0.52
O 1.75007 -8.14752 0.08782 -0.08 -0.06 -0.28
H 2.38271 11.89872 2.38928 0.00 -0.02 0.03
C -0.00799 -5.43035 -4.79015 -0.15 -0.85 0.12
H -1.70267 -1.24029 5.35508 0.01 -0.03 0.01
C -0.62957 -6.97628 5.24836 0.03 0.22 -0.39
O -9.50352 0.85967 -4.65993 -0.10 0.05 -0.12
H 3.36860 -8.67628 -6.92876 -0.05 -0.04 0.20
C -0.86085 -1.10768 6.03844 -0.33 -0.22 -0.30
S 2.12757 4.28703 6.16133 0.01 0.15 0.17
O -3.24554 0.13475 -4.50811 -0.16 -0.20 0.03
C -1.62660 -5.88134 -8.09498 -0.12 -0.04 0.98
H 0.62112 7.14630 2.29055 0.16 0.19 0.05
H -0.22718 -5.54317 -3.71907 0.15 0.13 0.01
N 0.69567 -8.64732 -6.77796 -0.09 0.58 0.11
S -0.18523 9.24040 4.84198 -0.08 -0.30 -0.34
H -0.73957 0.12691 0.94649 0.03 -0.01 0.03
H -5.70791 -0.26562 -5.85894 -0.18 -0.08 -0.04
H 0.84472 0.75547 -5.10021 0.00 0.02 0.00
O -7.38454 2.06422 -4.28452 0.01 0.05 -0.42
O 1.80865 -6.49149 -7.83184 0.32 0.09 0.39
S 0.79611 1.22352 -1.27169 0.04 -0.08 0.55
```
Forces are in eV/Å.

Lowest unoccupied orbital energy   -0.292 eV
SMILES   CC(C)CCB(F)P(=N)(O)O.O=S1(=O)OCCO1.O=S1(=O)OCCO1.O=S1(=O)OCCO1.O=S1(=O)OCCO1.O=S1(=O)OCCO1.O=S1(=O)OCCO1.O=S1(=O)OCCO1.O=S1(=O)OCCO1.O=S1(=O)OCCO1
Strongest force on any atom   0.039 Eh/bohr
Electronic energy   -214150.4937 eV
Energy relative to the best compared isomer or geometry (same formula, charge and spin)   0.000 eV

This record from the OMol25 dataset describes a molecular structure, C2HCuNaO3 at a distorted geometry. The level of theory is ωB97M-V with the def2-TZVPD basis set.

The geometry in XYZ format:
```
8
Properties=species:S:1:pos:R:3:forces:R:3
O 0.50271 1.57693 0.02536 0.51 0.08 1.70
Cu -2.49253 -0.33436 -0.71375 1.05 0.71 1.19
C 1.01988 -1.14346 -0.01982 -0.14 -0.05 -0.26
O -1.62103 1.12153 0.55300 -1.10 -0.10 0.38
H 0.70678 -2.18206 -0.25318 0.26 0.30 0.13
O -0.27775 -0.53023 0.16533 0.09 -0.82 0.63
Na 2.56189 0.67515 -0.16982 -0.47 -0.20 0.06
C -0.39996 0.81650 0.41288 -0.21 0.08 -3.83
```
Forces are in eV/Å.

Spin multiplicity   2
Lowest unoccupied orbital energy (alpha / beta)   -1.463 / -1.482 eV
Strongest force on any atom   0.075 Eh/bohr
Electronic energy   -57284.9457 eV